Below is a molecular structure, C6H9O4Ru in a non-equilibrium geometry, with properties calculated with the ωB97M-V functional and the def2-TZVPD basis.

The net charge is +2. For the gap between HOMO and LUMO (spin up / spin down), the calculation gives 8.439 / 3.533 eV. The multiplicity is 6.

CARTESIAN COORDINATES (ANGSTROEM)
O1 -1.774 0.286 0.008
Ru1 -0.344 0.517 1.392
O2 -2.166 0.296 2.127
C1 -2.766 0.253 1.002
O3 -3.938 0.201 0.715
C2 -2.119 0.231 -1.384
C3 -0.837 0.157 -2.178
H1 -2.751 -0.652 -1.543
H2 -2.706 1.125 -1.634
H3 -0.213 -0.682 -1.840
H4 -1.079 0.035 -3.241
H5 -0.274 1.097 -2.089
C4 3.065 -0.288 1.273
C5 2.111 -0.949 2.008
H6 3.659 0.538 1.682
H7 2.795 -0.353 2.813
H8 2.203 -2.038 2.045
O4 1.824 0.942 -0.227
C6 2.688 0.081 -0.128
H9 2.621 -0.798 -0.801



Below is C6H12IO2P in the gas phase in a non-equilibrium geometry, with properties calculated with the ωB97M-V functional and the def2-TZVPD basis.

The net charge is 0. For the gap between HOMO and LUMO, the calculation gives 8.695 eV. Its SMILES is CCOC(=O)CCCPI.

CARTESIAN COORDINATES (ANGSTROEM)
C1 -0.370 -2.331 -0.115
C2 -1.580 -1.571 0.480
O1 -2.092 -0.633 -0.492
C3 -2.008 0.675 -0.069
O2 -2.823 1.165 0.572
C4 -0.779 1.441 -0.548
C5 0.306 1.594 0.553
C6 1.534 0.675 0.428
P1 2.263 0.580 -1.282
I1 4.293 1.931 -1.361
H1 -0.022 -1.884 -1.046
H2 -0.648 -3.371 -0.292
H3 0.448 -2.335 0.611
H4 -2.377 -2.294 0.660
H5 -1.340 -1.088 1.430
H6 -1.152 2.445 -0.764
H7 -0.420 1.037 -1.495
H8 -0.177 1.321 1.498
H9 0.574 2.642 0.678
H10 1.366 -0.327 0.816
H11 2.309 1.103 1.074
H12 2.694 -0.776 -1.337



Below is C8H10N2O2 in the gas phase in a non-equilibrium geometry, with properties calculated with the ωB97M-V functional and the def2-TZVPD basis.

The net charge is 0. For the gap between HOMO and LUMO, the calculation gives 8.262 eV. Its SMILES is CC[C@H](C#N)n1c(O)ccc1O. For the relative energy (zero: lowest compared OMol25 entry of this formula, charge and spin), the calculation gives 297.5 kJ/mol.

CARTESIAN COORDINATES (ANGSTROEM)
C1 2.309 -1.138 0.853
C2 -2.008 -1.914 0.355
C3 -1.277 -2.306 -0.848
C4 -1.215 -1.006 0.998
C5 -0.066 -1.745 -0.753
C6 0.589 2.145 0.102
C7 1.505 0.956 -0.109
C8 1.178 -0.273 0.788
N1 3.116 -1.919 0.924
N2 0.047 -0.968 0.359
O1 -1.329 -0.342 2.191
O2 1.068 -1.844 -1.567
H1 -2.975 -1.944 0.630
H2 -1.586 -3.122 -1.496
H3 0.741 2.682 1.107
H4 -0.447 1.802 -0.011
H5 0.715 2.971 -0.674
H6 1.617 0.461 -0.982
H7 2.500 1.074 0.245
H8 0.933 0.087 1.768
H9 -2.230 -0.495 2.677
H10 0.903 -2.508 -2.122



Below is C5H8O in the gas phase, with properties calculated with the ωB97M-V functional and the def2-TZVPD basis.

The net charge is 0. For the gap between HOMO and LUMO, the calculation gives 10.909 eV. Its SMILES is C[C@H]1C[C@H]2O[C@@H]12. For the relative energy (zero: lowest compared OMol25 entry of this formula, charge and spin), the calculation gives 222.3 kJ/mol.

CARTESIAN COORDINATES (ANGSTROEM)
C1 1.710 0.480 0.392
C2 0.332 0.339 -0.228
C3 -0.279 -1.043 -0.607
C4 -1.635 -0.485 -0.159
O1 -1.508 -0.371 1.250
C5 -1.006 0.693 0.442
H1 1.851 -0.104 1.307
H2 1.925 1.532 0.615
H3 2.455 0.149 -0.341
H4 0.330 0.930 -1.154
H5 0.004 -1.857 0.067
H6 -0.138 -1.347 -1.646
H7 -2.619 -0.586 -0.607
H8 -1.420 1.671 0.669



Calculated M in order - 246.2, 274.0, 166.2, 84.1 g mol⁻¹
Calculated total energy in order - -628.79023, -1025.31992, -570.75100, -270.47320 Eh